# 1
C19H14FNO3 | ωB97M-V/def2-TZVPD

Each line ends with the natural charge from an NBO analysis.
Element x y z (Å)
F 4.44 3.76 -1.41  -0.328
C 3.98 2.48 -1.20  0.375
C 4.93 1.47 -1.37  -0.220
C 4.47 0.16 -1.20  -0.208
C 3.14 -0.10 -0.99  -0.132
C 2.13 0.90 -1.00  -0.135
C 0.78 0.36 -1.12  0.224
C -0.43 1.19 -1.20  -0.178
C -1.67 0.50 -1.13  -0.130
C -2.89 1.16 -1.15  -0.217
C -2.94 2.56 -1.32  -0.162
C -1.73 3.27 -1.40  -0.240
C -0.49 2.60 -1.35  -0.104
C 2.62 2.24 -0.91  -0.215
H 5.97 1.68 -1.64  0.244
H 5.16 -0.67 -1.28  0.228
H 2.77 -1.10 -0.79  0.246
H 0.72 -0.48 -1.83  0.238
H -1.62 -0.58 -1.02  0.232
H -3.81 0.57 -1.07  0.228
H -3.91 3.04 -1.46  0.225
H -1.78 4.36 -1.55  0.225
H 0.40 3.20 -1.45  0.203
H 2.04 3.11 -0.58  0.239
O -2.66 -0.39 4.11  -0.383
N -2.77 -1.61 3.87  0.494
O -3.54 -2.36 4.51  -0.391
C -2.00 -2.22 2.79  0.084
C -2.21 -3.58 2.51  -0.244
C -1.55 -4.13 1.41  -0.222
C -0.62 -3.36 0.69  -0.256
C -0.30 -1.93 0.93  0.359
O 0.53 -1.20 0.26  -0.699
C -1.16 -1.42 2.01  -0.290
H -2.92 -4.12 3.13  0.246
H -1.79 -5.18 1.17  0.224
H -0.10 -3.81 -0.15  0.207
H -1.18 -0.35 2.17  0.236

Calculated values
- Electronic energy: -1112.54543 Eh
- Max |F|: 4.29 eV/A
- Total charge: 0
- ΔE to the lowest compared entry with this formula, charge and spin: 58.2 kJ/mol
- Highest occupied orbital energy: -7.786 eV


# 2
C19H14O2OsPSe4 | ωB97M-V/def2-TZVPD

Each line ends with the natural charge from an NBO analysis.
Element x y z (Å)
Os -1.73 -1.41 1.67  0.294
O -4.20 -0.78 -1.43  -0.494
C -3.10 -1.04 -1.05  0.779
O -3.00 -1.53 0.25  -0.725
C -1.89 -0.93 -1.90  -0.167
C -2.11 -1.08 -3.27  -0.135
C -1.07 -0.99 -4.17  -0.175
C 0.21 -0.73 -3.72  -0.194
C 0.45 -0.55 -2.37  -0.128
C -0.59 -0.67 -1.44  -0.381
P -0.25 -0.28 0.29  1.174
C -0.39 1.52 0.39  -0.433
C 0.67 2.33 -0.02  -0.181
C 0.53 3.71 -0.03  -0.197
C -0.68 4.28 0.36  -0.165
C -1.74 3.48 0.74  -0.216
C -1.60 2.10 0.76  -0.115
C 1.45 -0.75 0.62  -0.428
C 1.95 -1.94 0.09  -0.140
C 3.22 -2.38 0.45  -0.217
C 3.99 -1.65 1.34  -0.171
C 3.48 -0.48 1.89  -0.199
C 2.22 -0.03 1.54  -0.197
H -3.12 -1.27 -3.60  0.251
H -1.26 -1.13 -5.23  0.236
H 1.03 -0.64 -4.42  0.233
H 1.45 -0.32 -2.03  0.217
H 1.61 1.89 -0.34  0.224
H 1.35 4.33 -0.34  0.232
H -0.79 5.36 0.35  0.232
H -2.68 3.92 1.03  0.232
H -2.44 1.48 1.06  0.206
H 1.35 -2.53 -0.59  0.222
H 3.60 -3.30 0.03  0.234
H 4.98 -1.99 1.61  0.234
H 4.07 0.09 2.60  0.234
H 1.82 0.88 1.99  0.235
Se -3.30 -0.86 3.27  0.136
Se -2.64 -1.32 5.41  0.111
Se -0.79 -2.60 5.19  0.091
Se -0.08 -2.17 3.03  0.248

Calculated values
- Electronic energy: -10920.47387 Eh
- Max |F|: 1.18 eV/A
- Total charge: +1
- Highest occupied orbital energy (alpha / beta): -11.436 / -11.437 eV


# 3
C19H15AlN4S3 | ωB97M-V/def2-TZVPD

Each line ends with the natural charge from an NBO analysis.
Element x y z (Å)
Al 0.03 0.61 0.06  1.301
S 2.03 -0.36 -0.07  -0.361
C 2.12 -0.05 1.69  0.085
N 3.26 0.06 2.32  -0.120
N 4.35 0.07 1.63  -0.344
C 5.61 0.21 2.22  0.211
C 5.77 0.20 3.61  -0.259
C 7.04 0.34 4.14  -0.186
C 8.14 0.48 3.32  -0.222
C 7.98 0.48 1.94  -0.190
C 6.72 0.35 1.39  -0.260
N 1.05 0.02 2.50  -0.091
N -0.10 0.08 1.97  -0.385
C -1.20 0.09 2.86  0.173
C -2.47 0.01 2.31  -0.228
C -3.58 0.03 3.14  -0.190
C -3.42 0.12 4.52  -0.195
C -2.15 0.21 5.06  -0.202
C -1.03 0.20 4.24  -0.227
H 4.28 0.05 0.61  0.397
H 4.89 0.09 4.23  0.239
H 7.16 0.34 5.22  0.219
H 9.13 0.60 3.75  0.218
H 8.84 0.60 1.29  0.220
H 6.58 0.35 0.31  0.216
H -2.59 -0.07 1.24  0.242
H -4.57 -0.04 2.72  0.221
H -4.29 0.14 5.16  0.217
H -2.02 0.29 6.13  0.219
H -0.04 0.27 4.65  0.238
S -1.70 0.27 -1.27  -0.293
C -2.44 1.78 -0.66  -0.186
C -3.83 1.87 -0.74  -0.226
C -4.50 3.02 -0.35  -0.218
C -3.78 4.10 0.13  -0.213
C -2.40 4.01 0.25  -0.205
C -1.71 2.86 -0.14  -0.187
S 0.05 2.85 0.07  -0.293
H -4.38 1.02 -1.12  0.219
H -5.58 3.06 -0.42  0.214
H -4.28 5.01 0.42  0.214
H -1.83 4.84 0.64  0.219

Calculated values
- Electronic energy: -2389.16410 Eh
- Max |F|: 1.28 eV/A
- Total charge: 0
- Highest occupied orbital energy: -7.832 eV


# 4
C19H15BrFNO5S | ωB97M-V/def2-TZVPD

Each line ends with the natural charge from an NBO analysis.
Element x y z (Å)
C 0.76 -0.54 -1.97  -0.661
C -0.74 -0.68 -1.69  -0.053
C -1.63 0.16 -2.35  -0.055
C -1.16 1.13 -3.42  -0.551
C -0.87 0.46 -4.76  0.789
O -0.47 1.13 -5.68  -0.555
O -1.02 -0.92 -4.84  -0.674
C -2.98 0.03 -2.03  -0.147
C -3.47 -0.91 -1.10  -0.119
C -4.83 -0.96 -0.84  -0.132
C -5.33 -1.83 0.16  -0.277
C -4.46 -2.63 0.85  0.402
F -4.94 -3.54 1.73  -0.314
C -3.12 -2.61 0.55  -0.277
C -2.60 -1.72 -0.41  -0.012
C -1.22 -1.60 -0.70  0.294
O -0.33 -2.41 0.00  -0.476
C 0.63 -1.81 0.80  0.493
N 1.71 -2.57 0.96  -0.418
C 2.74 -2.15 1.68  0.072
C 2.68 -0.93 2.31  -0.361
S 4.07 -0.47 3.39  2.122
C 3.61 -1.16 4.99  -0.857
O 4.23 1.00 3.50  -0.928
O 5.30 -1.09 2.93  -0.932
C 1.57 -0.12 2.18  -0.163
C 0.49 -0.57 1.46  -0.172
Br -0.94 0.68 1.35  0.103
H 1.31 -1.44 -1.67  0.239
H 1.15 0.35 -1.48  0.230
H 0.91 -0.44 -3.07  0.232
H -1.96 1.87 -3.56  0.254
H -0.26 1.66 -3.12  0.255
H -1.28 -1.23 -3.95  0.496
H -3.69 0.64 -2.59  0.212
H -5.53 -0.29 -1.39  0.223
H -6.40 -1.82 0.40  0.236
H -2.46 -3.31 1.00  0.237
H 3.61 -2.83 1.75  0.239
H 3.56 -2.25 4.91  0.246
H 4.37 -0.90 5.71  0.263
H 2.64 -0.75 5.29  0.243
H 1.58 0.83 2.63  0.257

Calculated values
- Electronic energy: -4236.03723 Eh
- Max |F|: 3.13 eV/A
- Total charge: 0
- ΔE to the lowest compared entry with this formula, charge and spin: 0.0 kJ/mol
- Highest occupied orbital energy: -8.609 eV
- SMILES: Cc1c(CC(=O)O)cc2ccc(F)cc2c1Oc1ncc(S(C)(=O)=O)cc1Br